C6H8N2O2 | ωB97M-V/def2-TZVPD

The largest force on an atom comes out at 3.2 eV/Å. Its structure (SMILES) is O=C1CN2C(=O)CC[C@H]2N1. The charge is 0. Its gap between HOMO and LUMO is 10.584 eV. The HOMO energy is -9.928 eV. As for the LUMO energy: 0.7 eV.

Geometry (Å):
O  2.84  -1.24  1.25
O  -1.59  1.70  1.42
C  1.77  -0.79  0.88
C  -1.22  0.88  0.58
N  1.36  -1.05  -0.38
N  -0.41  -0.20  0.78
C  0.69  -0.14  1.70
C  -1.49  1.13  -0.89
C  -0.41  0.26  -1.53
C  -0.07  -0.81  -0.49
H  1.77  -1.90  -0.75
H  0.96  0.87  1.98
H  0.55  -0.68  2.63
H  -2.50  0.82  -1.10
H  -1.39  2.20  -1.22
H  -0.74  -0.17  -2.48
H  0.48  0.85  -1.68
H  -0.60  -1.75  -0.72



C5H17N2O | ωB97M-V/def2-TZVPD

The largest force on an atom comes out at 1.3 eV/Å. The charge is +1. Its gap between HOMO and LUMO is 10.158 eV. The HOMO energy is -12.857 eV. As for the LUMO energy: -2.7 eV.

Geometry (Å):
C  -0.57  -1.34  -1.38
N  -1.28  -0.06  -1.42
C  -2.74  -0.15  -1.21
C  0.15  -1.50  -0.03
N  0.75  -0.22  0.43
C  1.05  -0.22  1.92
C  2.36  0.51  2.19
H  0.13  -1.46  -2.19
H  -1.28  -2.16  -1.48
H  -1.05  0.47  -2.25
H  -3.30  0.39  -1.98
H  -2.99  0.37  -0.29
H  -3.06  -1.18  -1.18
H  0.95  -2.17  -0.23
H  -0.46  -1.91  0.77
H  0.24  0.65  0.25
H  1.60  -0.02  -0.10
H  1.09  -1.25  2.24
H  0.22  0.24  2.43
H  2.27  1.56  1.91
H  2.60  0.41  3.24
H  3.19  0.08  1.63
H  -0.36  2.62  -1.70
H  0.42  3.61  -0.75
O  0.07  2.73  -0.85



C2H5N5O | ωB97M-V/def2-TZVPD

The largest force on an atom comes out at 7.8 eV/Å. The charge is 0. Its gap between HOMO and LUMO is 8.453 eV. The HOMO energy is -9.628 eV. As for the LUMO energy: -1.2 eV.

Geometry (Å):
C  -0.38  0.93  -1.65
C  -0.78  -0.75  1.49
H  -0.56  2.16  -1.71
H  -1.95  0.51  -1.53
H  0.32  0.31  -2.70
H  1.15  1.57  0.45
H  1.72  -1.07  -0.44
N  -0.01  1.14  0.03
N  -0.06  -0.26  0.36
N  1.29  -0.66  0.52
N  1.26  -1.60  1.48
N  0.11  -1.52  2.11
O  -2.12  -0.74  1.61